DFT (the ωB97M-V functional and the def2-TZVPD basis) results for a 2-piece molecular cluster, C6H5BrO3S overall at a distorted geometry.

Properties
frontier orbital gap	8.84	eV
HOMO energy	-9.1	eV
LUMO level	-0.293	eV
total charge	0
energy	-93320.064	eV
energy relative to the best compared isomer or geometry (same formula, charge and spin)	29.4	kcal/mol

```
16
Properties=species:S:1:pos:R:3:forces:R:3:lowdin_charge:R:1
C -1.447 0.887 -1.594 -0.46 -0.12 -0.46 -0.09
C -2.202 2.066 -1.629 -0.13 2.25 -1.44 -0.23
C -1.184 0.565 -0.328 -0.04 0.21 3.03 -0.49
C -2.432 2.642 -0.380 -0.44 -1.14 -2.17 -1.08
C -0.415 -0.517 0.235 -1.90 0.88 2.41 -0.36
C 1.805 -0.494 1.849 0.74 -0.94 0.50 -0.18
O 0.100 -1.349 -0.416 1.77 -2.43 -2.35 0.06
O 2.092 -0.418 3.155 -0.37 -2.09 -0.20 0.00
O 1.942 -1.767 1.412 2.05 1.43 5.43 0.04
S -1.904 1.633 0.859 0.60 0.06 -0.05 1.06
Br -3.542 4.125 -0.363 -0.12 0.48 0.73 0.75
H -1.172 0.152 -2.334 0.10 0.52 -0.62 0.13
H -2.474 2.677 -2.551 0.26 -1.28 1.26 0.12
H -0.409 -0.642 1.357 -0.27 0.60 -0.72 0.11
H 2.124 -1.337 3.632 0.23 1.77 -1.36 0.15
H 1.501 -1.907 0.637 -2.01 -0.20 -3.99 -0.01
```
Forces are in eV/Å.

DFT (the ωB97M-V functional and the def2-TZVPD basis) results for a 2-piece molecular cluster, C6H5Cl2N overall at a distorted geometry.

Properties
frontier orbital gap (alpha / beta)	7.30 / 8.60	eV
HOMO energy (alpha / beta)	-9.0 / -9.3	eV
LUMO level (alpha / beta)	-1.690 / -0.726	eV
total charge	0
energy	-32831.506	eV
energy relative to the best compared isomer or geometry (same formula, charge and spin)	85.0	kcal/mol

```
14
Properties=species:S:1:pos:R:3:forces:R:3:lowdin_charge:R:1
C 1.906 2.066 1.566 -0.21 1.00 0.80 -0.27
C -1.651 1.153 0.591 0.29 1.17 0.62 -0.08
C 1.818 1.016 0.695 -0.73 -0.81 -0.03 -0.06
C -0.814 0.860 1.542 1.46 -0.98 -0.05 -0.61
C 2.200 0.035 -0.085 1.13 0.13 0.73 -0.64
C 1.382 -1.043 -0.725 0.22 -0.54 -3.11 -0.13
N 1.782 2.931 2.352 0.44 -1.13 -1.10 0.16
Cl -0.735 0.465 3.174 -0.31 0.35 -0.69 0.68
Cl 4.025 -0.049 -0.468 -1.60 0.03 0.22 0.54
H -2.554 1.641 0.819 -1.76 -0.10 0.75 0.05
H -1.390 1.481 -0.383 0.93 -0.46 -0.97 0.05
H 1.324 -0.689 -1.842 0.39 -0.84 1.60 0.11
H 0.296 -0.961 -0.486 1.00 -0.51 0.59 0.07
H 1.872 -2.138 -0.792 -1.24 2.69 0.64 0.13
```
Forces are in eV/Å.

DFT (the ωB97M-V functional and the def2-TZVPD basis) results for a 2-piece molecular cluster, C6H5Cl2N3O4 overall at a distorted geometry.

Properties
frontier orbital gap (alpha / beta)	7.66 / 7.65	eV
HOMO energy (alpha / beta)	-8.6 / -8.5	eV
LUMO level (alpha / beta)	-0.891 / -0.892	eV
total charge	0
energy	-44000.840	eV
energy relative to the best compared isomer or geometry (same formula, charge and spin)	72.6	kcal/mol

```
20
Properties=species:S:1:pos:R:3:forces:R:3:lowdin_charge:R:1
C -0.516 -0.268 -1.204 -1.57 0.79 1.19 -0.08
C 0.093 -0.440 0.052 0.25 0.18 -2.42 0.03
C -1.295 0.942 -1.424 1.38 0.79 0.53 -0.61
C 0.815 -1.849 0.171 -1.83 1.32 1.84 -0.47
C -0.200 1.968 0.359 -2.66 -1.74 2.76 -0.78
C 0.687 0.652 2.171 -2.40 -2.61 3.36 -0.10
N -1.036 1.968 -0.691 -0.37 0.27 -1.21 0.01
N -0.738 -1.361 -2.115 0.77 0.32 1.23 -0.39
N 0.241 0.640 0.855 -0.23 0.42 -2.24 -0.11
O 0.602 -2.607 1.075 0.69 0.28 -0.56 0.15
O -0.879 -1.101 -3.265 -0.24 0.43 -1.93 0.08
O 1.580 -1.964 -0.884 0.75 1.12 -0.10 0.16
O -0.714 -2.469 -1.652 -0.62 -1.65 0.45 0.09
Cl -2.502 1.166 -2.658 0.41 -0.27 0.59 0.75
Cl 1.013 3.190 0.459 0.01 0.12 -0.10 0.72
H -1.489 2.324 1.794 2.06 -0.31 -1.71 0.15
H 1.484 1.259 2.367 2.23 1.70 0.07 0.04
H -0.165 1.061 2.844 0.90 -0.45 -1.08 0.10
H 0.917 -0.366 2.579 -0.21 0.74 -0.71 0.12
H 2.103 -2.745 -0.832 0.67 -1.44 0.06 0.14
```
Forces are in eV/Å.

DFT (the ωB97M-V functional and the def2-TZVPD basis) results for C6H5Cl2NO4S as an isolated structure at a distorted geometry.

Properties
frontier orbital gap	8.66	eV
HOMO energy	-9.9	eV
LUMO level	-1.283	eV
total charge	0
energy	-51858.559	eV
energy relative to the best compared isomer or geometry (same formula, charge and spin)	0.0	kcal/mol

```
19
Properties=species:S:1:pos:R:3:forces:R:3:lowdin_charge:R:1
C -1.491 -0.962 0.886 1.62 1.57 0.56 -0.02
C -1.481 -0.518 -0.427 0.21 0.47 -1.04 -0.05
C -0.619 -0.406 1.845 -1.01 -0.04 -4.75 -0.09
C -0.563 0.457 -0.815 1.20 0.32 0.09 0.01
C 0.283 0.524 1.465 1.27 2.05 0.53 -0.55
C 0.345 0.982 0.156 -1.89 -0.49 -1.55 -0.19
N 1.284 2.003 -0.284 -1.22 0.38 -0.97 -0.35
O 0.990 2.710 -1.242 0.42 -0.72 1.27 0.13
O 2.342 2.021 0.315 -0.28 1.74 0.39 -0.14
O 4.317 1.263 -0.850 1.59 0.28 0.54 -0.34
O 2.354 -0.099 -1.315 -0.34 0.07 -1.04 -0.42
S 3.318 0.114 -0.294 2.74 -1.37 0.71 0.63
Cl 1.188 1.317 2.744 -0.14 -0.39 -0.09 0.74
Cl 4.674 -1.624 -0.584 -0.30 0.60 0.14 0.09
H -2.051 -1.682 1.379 -1.68 -1.51 -0.29 0.09
H -2.093 -0.831 -1.283 -0.11 -0.48 0.97 0.12
H -0.664 -0.794 2.755 -0.01 -1.17 3.96 0.07
H -0.455 0.709 -1.914 -0.13 -0.01 1.71 0.15
H 5.026 1.649 -0.216 -1.93 -1.31 -1.14 0.14
```
Forces are in eV/Å.

DFT (the ωB97M-V functional and the def2-TZVPD basis) results for a 2-piece molecular cluster, C6H5ClI2Si overall at a distorted geometry.

Properties
frontier orbital gap (alpha / beta)	6.23 / 6.23	eV
HOMO energy (alpha / beta)	-8.3 / -8.3	eV
LUMO level (alpha / beta)	-2.060 / -2.060	eV
total charge	0
energy	-42905.195	eV
energy relative to the best compared isomer or geometry (same formula, charge and spin)	0.0	kcal/mol

```
15
Properties=species:S:1:pos:R:3:forces:R:3:lowdin_charge:R:1
C -0.552 2.157 -0.294 -0.29 -0.03 -1.39 -0.08
C -0.851 1.088 -1.191 -2.25 3.71 -0.82 -0.07
C 0.182 1.920 0.853 -0.51 -0.46 -0.94 -0.09
C -0.484 -0.203 -0.921 0.16 -0.29 -0.81 -0.16
C 0.450 0.585 1.149 0.74 0.35 1.80 -0.11
C 0.150 -0.469 0.274 0.35 -0.11 1.35 -0.40
Si 0.544 -2.255 0.663 0.37 -0.41 -1.22 -0.13
Cl -0.782 -3.533 1.515 0.23 0.51 -0.20 0.29
I 0.126 -3.458 -2.805 0.27 0.47 1.59 -0.20
I 2.809 -2.773 1.382 -0.73 0.20 -0.24 0.50
H -0.901 3.176 -0.616 0.55 -1.10 0.63 0.12
H -1.554 1.568 -2.031 1.85 -2.21 1.28 0.15
H 0.520 2.747 1.454 -0.05 -0.12 0.42 0.11
H -0.535 -1.037 -1.608 -0.62 0.18 -0.38 -0.05
H 0.879 0.487 2.175 -0.07 -0.67 -1.07 0.12
```
Forces are in eV/Å.

DFT (the ωB97M-V functional and the def2-TZVPD basis) results for the molecule C6H5ClO2S at a distorted geometry.

Properties
frontier orbital gap	10.01	eV
HOMO energy	-10.2	eV
LUMO level	-0.196	eV
SMILES string	O=S(=O)(Cl)c1ccccc1
total charge	0
energy	-33754.932	eV
energy relative to the best compared isomer or geometry (same formula, charge and spin)	0.0	kcal/mol

```
15
Properties=species:S:1:pos:R:3:forces:R:3:lowdin_charge:R:1
O -2.606 -0.542 1.568 -0.40 1.45 -2.06 -0.35
S -2.349 0.263 0.371 1.17 -0.06 1.60 0.42
O -2.666 1.660 0.218 -0.51 -1.04 0.32 -0.35
Cl -3.145 -0.720 -1.256 0.08 0.16 0.41 0.38
C -0.596 0.123 0.095 0.28 0.50 0.02 -0.34
C 0.187 1.225 -0.335 -1.34 0.04 1.02 -0.05
C 1.540 1.026 -0.456 0.71 1.05 -0.61 -0.09
C 2.092 -0.232 -0.305 0.14 -0.93 -0.45 -0.08
C 1.328 -1.308 0.126 -0.65 0.85 0.56 -0.05
C -0.025 -1.081 0.457 1.38 0.08 -1.11 -0.06
H -0.265 2.235 -0.357 0.26 -0.85 -0.41 0.13
H 2.208 1.867 -0.728 -0.60 -0.57 0.18 0.12
H 3.117 -0.398 -0.615 0.05 0.07 0.32 0.11
H 1.770 -2.278 0.282 0.05 -0.10 0.04 0.11
H -0.590 -1.838 0.933 -0.61 -0.64 0.17 0.10
```
Forces are in eV/Å.